No. 1
{
  "formula": "C2H10N3O",
  "method": "ωB97M-V with the def2-TZVPD basis set",
  "symbols": ["N", "O", "N", "H", "N", "H", "H", "H", "H", "H", "H", "H", "H", "C", "C", "H"],
  "positions_angstrom": [[0.198458, 2.039624, -0.267726], [0.709392, 2.613618, 0.833727], [-1.260607, -2.932542, -0.203777], [2.426230, 3.410870, -0.009433], [-0.687689, -0.494296, -0.791797], [2.658019, 1.869718, 0.875595], [2.305920, 3.380966, 1.763548], [-0.753540, -3.199464, 0.636590], [-2.254256, -3.068034, -0.037548], [-1.007992, -1.656954, -0.516214], [0.866334, 1.978716, -1.036954], [-0.971757, -3.547915, -0.959708], [-0.178583, 0.091709, 1.130149], [-0.226650, 0.283246, 0.071673], [2.112019, 2.817317, 0.855118], [-0.740514, -0.195650, -1.760920]],
  "forces_ev_per_a": [[-1.957, -4.165, 0.059], [-0.231, 0.199, 0.567], [-0.047, 0.030, 0.040], [-0.035, -0.050, 0.064], [-0.210, -0.327, -0.143], [-0.050, -0.041, 0.014], [0.020, -0.042, -0.019], [-0.075, -0.108, -0.048], [0.027, -0.112, 0.015], [0.030, 0.038, 0.012], [0.377, -0.019, 0.126], [-0.043, -0.067, 0.066], [0.017, -0.213, 0.343], [1.612, 4.714, -0.867], [0.446, -0.061, -0.196], [0.120, 0.223, -0.031]],
  "e_tot_ev": -8743.9631,
  "max_force_ev_per_a": 5.1,
  "e_above_lowest_kj_mol": 499.64,
  "orbital_gap_ev": 9.48,
  "total_charge": 1
}

No. 2
{
  "formula": "C2H10N3O",
  "method": "ωB97M-V with the def2-TZVPD basis set",
  "symbols": ["H", "H", "O", "N", "H", "H", "N", "H", "H", "H", "C", "H", "H", "N", "H", "C"],
  "positions_angstrom": [[1.476799, -0.304472, 0.757585], [-2.544820, -1.041803, 0.703523], [-1.086806, 1.613468, 1.087747], [1.507102, 0.908555, -1.049423], [2.522177, 0.854222, -0.994691], [-0.048743, -1.253796, -1.619919], [0.639627, -1.411574, -0.856787], [-1.016741, 1.665731, 2.026191], [1.279346, 1.898883, -0.961953], [-1.584512, -0.717644, 2.072236], [0.793452, -0.193262, -0.143686], [1.277960, 0.503446, -1.956219], [-1.307826, 0.641339, -0.682483], [-1.828795, -0.518024, 1.097263], [1.387042, -1.985274, -1.239680], [-1.101999, 0.452949, 0.418629]],
  "forces_ev_per_a": [[-0.932, 0.135, -1.133], [-0.998, -1.016, -0.944], [1.229, 1.862, -2.059], [0.137, -0.927, -0.231], [0.189, -0.124, 0.223], [0.380, -0.661, 0.769], [-1.341, 1.443, -1.137], [0.011, -0.797, 1.095], [-0.570, -0.116, 0.091], [-0.250, 0.153, -0.842], [-0.382, -0.255, 2.685], [-0.020, 0.831, -0.412], [-0.571, -0.371, 1.691], [2.176, 0.715, 0.635], [0.320, 0.368, 0.588], [0.621, -1.242, -1.017]],
  "e_tot_ev": -8745.3354,
  "max_force_ev_per_a": 3.0,
  "e_above_lowest_kj_mol": 367.23,
  "orbital_gap_ev": 9.64,
  "total_charge": 1
}

No. 3
{
  "formula": "C2H10N4",
  "method": "ωB97M-V with the def2-TZVPD basis set",
  "symbols": ["H", "N", "H", "H", "H", "H", "N", "H", "N", "N", "H", "H", "H", "C", "H", "C"],
  "positions_angstrom": [[1.370179, 0.956124, 1.659164], [-0.395248, -1.264736, 1.213377], [0.050704, 1.912250, 1.449051], [-2.228825, 0.242535, 0.461270], [-1.408558, 1.051246, -0.752269], [0.934917, -1.613038, -0.830981], [0.615165, 1.182398, 1.013419], [0.631633, 1.006060, -2.113904], [0.553355, -0.003943, -2.099516], [-1.493939, 0.186984, -0.231693], [-0.344108, -0.283098, -2.476127], [-0.964302, -1.029137, 2.016707], [0.497690, -1.634681, 1.510611], [-0.257610, -0.216131, 0.288141], [1.653622, 0.039111, -0.328118], [0.785325, -0.531945, -0.779131]],
  "forces_ev_per_a": [[-0.313, -0.409, -0.096], [-0.192, -0.382, 0.136], [-0.208, -0.480, 0.001], [0.069, 0.108, -0.036], [-0.115, -0.090, 0.085], [0.069, 0.068, 0.008], [-1.479, -0.640, -1.006], [-0.044, -0.078, 0.002], [0.090, 0.082, -0.149], [-0.185, 0.307, 0.058], [0.032, 0.040, 0.075], [0.175, 0.049, -0.020], [-0.089, 0.064, 0.027], [1.467, 1.883, 1.428], [-0.384, -1.379, -1.100], [1.106, 0.856, 0.588]],
  "e_tot_ev": -8195.6089,
  "smiles": "NCC(N)(N)N",
  "max_force_ev_per_a": 2.8,
  "e_above_lowest_kj_mol": 118.34,
  "orbital_gap_ev": 9.31,
  "total_charge": 0
}

No. 4
{
  "formula": "C2H10N4S",
  "method": "ωB97M-V with the def2-TZVPD basis set",
  "symbols": ["N", "H", "H", "S", "N", "H", "H", "H", "C", "H", "H", "N", "H", "H", "C", "N", "H"],
  "positions_angstrom": [[11.719046, 0.445106, -0.434645], [-12.314362, 2.325424, 0.246404], [10.624550, 1.530390, 1.081136], [-12.407952, 1.034789, -0.226056], [-10.958999, 0.641831, -0.103084], [-9.492132, -1.660822, 1.307705], [-8.515371, -0.454809, 0.520681], [-8.665254, -2.088183, -0.105657], [-9.258018, -1.311972, 0.379159], [11.023315, -1.113299, 0.973447], [11.171332, 2.538971, -0.413157], [11.581305, -0.768088, 0.115763], [12.352475, -1.310424, -0.108014], [-10.004852, -0.797328, -1.525839], [11.222163, 1.534314, 0.139799], [-10.305286, -1.169127, -0.549415], [12.228034, 0.623223, -1.298219]],
  "forces_ev_per_a": [[-2.433, 4.014, 3.524], [-0.090, -0.167, -0.050], [0.841, -0.602, -0.739], [-0.352, -0.219, -0.134], [1.581, -1.757, -0.236], [-1.419, -0.965, 2.342], [-1.031, -0.815, -0.573], [0.285, -0.412, -0.287], [2.658, 2.160, -1.954], [0.987, 1.975, -1.915], [0.631, -1.874, 0.606], [-1.005, -1.247, 0.548], [1.430, -1.563, -0.313], [-0.146, -0.713, 2.101], [-0.484, 0.252, -1.575], [-1.515, 2.887, -1.210], [0.060, -0.953, -0.136]],
  "e_tot_ev": -19009.1218,
  "max_force_ev_per_a": 5.9,
  "e_above_lowest_kj_mol": 372.83,
  "orbital_gap_ev": 8.32,
  "total_charge": 2
}

No. 5
{
  "formula": "C2H10NO",
  "method": "ωB97M-V with the def2-TZVPD basis set",
  "symbols": ["H", "H", "H", "H", "H", "N", "H", "H", "C", "H", "O", "C", "H", "H"],
  "positions_angstrom": [[0.561255, 0.011876, -0.583092], [0.385592, 1.499009, -1.357692], [3.225298, -3.197364, -1.089392], [-1.494887, -0.453881, 1.177934], [-0.615187, 0.767524, 2.149331], [0.282411, 1.004720, -0.448498], [0.936134, 1.437773, 0.234658], [-1.095165, 2.336491, 0.134756], [-1.344075, 0.627646, 1.333389], [1.980692, -4.082264, -1.393602], [2.246373, -3.223633, -0.993084], [-1.047518, 1.236824, 0.016787], [-2.304280, 1.076468, 1.638635], [-1.716644, 0.958811, -0.820129]],
  "forces_ev_per_a": [[-0.272, 0.488, 0.143], [0.369, -0.472, 0.580], [-1.029, -0.132, 0.090], [-0.030, 0.294, 0.446], [-0.109, 0.228, -0.564], [2.833, 0.021, -0.946], [-0.084, -0.469, -0.641], [-0.192, -0.407, -0.319], [-1.080, -1.206, 0.473], [0.324, 0.882, 0.428], [0.659, -0.632, -0.508], [-1.783, 1.859, -0.151], [0.374, -0.438, 0.181], [0.018, -0.017, 0.789]],
  "e_tot_ev": -5766.9653,
  "max_force_ev_per_a": 3.0,
  "e_above_lowest_kj_mol": 69.17,
  "orbital_gap_ev": 10.66,
  "total_charge": 1
}

No. 6
{
  "formula": "C2H10NO",
  "method": "ωB97M-V with the def2-TZVPD basis set",
  "symbols": ["N", "O", "H", "C", "H", "H", "H", "H", "H", "H", "H", "H", "H", "C"],
  "positions_angstrom": [[-0.545226, -0.677417, 1.498740], [-0.127403, 0.805033, -0.613475], [1.571786, 1.810153, -1.239602], [0.216093, -1.545127, 0.567119], [-0.693057, 0.301076, 1.055619], [-0.326154, -2.614233, 0.587594], [0.240601, -1.316344, -0.516975], [-0.024477, 2.746553, -1.115660], [-0.078400, -0.519859, 2.426524], [-1.470618, -1.089260, 1.548876], [1.195294, -1.788231, 0.826575], [0.401884, 1.431510, -2.446112], [-0.882086, 0.590742, -1.226911], [0.521764, 1.865399, -1.352312]],
  "forces_ev_per_a": [[0.314, 2.069, -0.552], [-1.439, -0.058, -0.776], [0.949, 0.487, 0.877], [-2.188, -4.280, -1.625], [0.704, -1.399, 0.287], [1.140, 2.298, 0.152], [-0.426, 0.638, 1.212], [0.294, 1.113, -0.343], [-0.773, -0.575, -0.956], [-0.131, 0.083, 0.842], [1.611, 0.283, 1.028], [0.163, 1.944, 1.646], [0.941, 0.095, 1.253], [-1.160, -2.698, -3.046]],
  "e_tot_ev": -5765.6622,
  "max_force_ev_per_a": 5.1,
  "e_above_lowest_kj_mol": 194.91,
  "orbital_gap_ev": 11.46,
  "total_charge": 1
}